A molecular structure, C23H34LaN4O3S2 at a distorted geometry, computed with wB97M-V/def2-TZVPD.

**E_LUMO**: -2.762 eV
**Energy relative to the best compared isomer or geometry (same formula, charge and spin)**: 0.1 kcal/mol
**E_HOMO**: -9.03 eV
**Multiplicity**: 1
**DFT total energy**: -2169.3443 hartree
**Molar mass**: 617.6 g/mol
**Frontier orbital gap**: 6.268 eV
**Net charge**: +1
**F_max**: 2.9 eV/Å

Cartesian coordinates (Å):
1 La 0.187 1.922 1.812
2 S -1.071 3.744 3.102
3 C 2.174 -1.940 1.977
4 N 2.634 -1.621 0.656
5 C 3.601 -2.607 0.076
6 C 4.324 -1.939 -1.049
7 C 3.243 -1.565 -2.011
8 N 2.336 -0.602 -1.394
9 C 1.491 0.237 -2.268
10 C 2.064 -0.614 -0.069
11 O 1.294 0.233 0.458
12 H 2.300 -3.032 2.183
13 H 1.108 -1.633 2.137
14 H 2.802 -1.425 2.747
15 H 3.023 -3.488 -0.222
16 H 4.277 -2.896 0.891
17 H 5.048 -2.649 -1.532
18 H 4.882 -1.055 -0.703
19 H 2.679 -2.466 -2.338
20 H 3.661 -1.142 -2.916
21 H 1.609 1.280 -2.019
22 H 0.408 -0.085 -2.179
23 H 1.819 0.052 -3.286
24 C -1.262 -2.942 -2.461
25 C -2.623 -2.972 -1.759
26 N -2.582 -3.689 -0.454
27 C -2.833 -5.162 -0.585
28 C -1.951 -6.002 0.321
29 C -2.879 -3.168 0.760
30 O -3.241 -3.897 1.699
31 C -2.757 -1.692 1.167
32 C -3.468 -1.433 2.343
33 C -3.607 -0.149 2.837
34 C -2.823 0.821 2.250
35 N -1.965 0.563 1.206
36 C -1.999 -0.645 0.595
37 H -1.262 -2.200 -3.241
38 H -1.056 -3.935 -2.879
39 H -0.440 -2.677 -1.782
40 H -3.304 -3.506 -2.391
41 H -2.962 -1.988 -1.564
42 H -2.566 -5.434 -1.591
43 H -3.881 -5.403 -0.415
44 H -0.906 -5.946 0.164
45 H -2.228 -7.058 0.215
46 H -2.124 -5.778 1.362
47 H -4.020 -2.291 2.797
48 H -4.351 0.116 3.586
49 H -2.796 1.894 2.527
50 H -1.519 -0.714 -0.354
51 C 3.327 5.309 0.473
52 S 2.125 4.212 -0.344
53 O 1.807 3.294 0.892
54 C 0.730 5.315 -0.239
55 C 0.126 5.481 0.961
56 C -1.091 6.233 1.065
57 C -1.539 6.893 -0.038
58 C -0.798 6.954 -1.209
59 C 0.290 6.086 -1.347
60 H 3.145 5.418 1.533
61 H 3.219 6.289 0.015
62 H 4.348 4.944 0.335
63 H 0.441 4.967 1.890
64 H -1.709 6.174 1.983
65 H -2.550 7.387 -0.028
66 H -1.115 7.639 -2.036
67 H 0.757 5.983 -2.309

2 unconnected molecules or ions with the total composition C8H16OSi at a distorted geometry, computed with wB97M-V/def2-TZVPD.

**E_LUMO**: 0.500 eV
**Energy relative to the best compared isomer or geometry (same formula, charge and spin)**: 81.7 kcal/mol
**E_HOMO**: -7.76 eV
**Multiplicity**: 1
**DFT total energy**: -679.0212 hartree
**Molar mass**: 156.3 g/mol
**Frontier orbital gap**: 8.262 eV
**Net charge**: 0
**F_max**: 5.0 eV/Å

Cartesian coordinates (Å):
1 C -0.313 -0.459 1.723
2 C -1.027 2.103 1.075
3 C -2.198 1.165 0.877
4 C -0.852 0.603 0.964
5 C 0.994 -0.245 2.531
6 C 1.475 0.975 -1.797
7 C -1.168 -0.844 -2.297
8 C 1.426 -2.039 -0.732
9 O -0.987 -1.470 1.817
10 Si 0.433 -0.490 -1.278
11 H -0.578 2.745 0.346
12 H -0.967 2.594 2.098
13 H -2.704 0.958 1.745
14 H -2.820 1.267 -0.121
15 H 0.725 0.037 3.552
16 H 1.617 0.422 2.020
17 H 1.363 -1.305 2.600
18 H 2.104 1.310 -1.081
19 H 2.095 0.595 -2.603
20 H 0.944 1.891 -2.162
21 H -1.568 -0.343 -3.151
22 H -1.170 -1.890 -2.592
23 H -1.892 -0.764 -1.508
24 H 1.703 -2.750 -1.534
25 H 2.396 -1.605 -0.545
26 H 0.968 -2.461 0.052

A molecular structure, C4H5N2O at a distorted geometry, computed with wB97M-V/def2-TZVPD.

**E_LUMO**: -7.679 eV
**Energy relative to the best compared isomer or geometry (same formula, charge and spin)**: 114.4 kcal/mol
**E_HOMO**: -15.37 eV
**Multiplicity**: 1
**DFT total energy**: -339.6846 hartree
**Molar mass**: 97.1 g/mol
**Frontier orbital gap**: 7.692 eV
**Net charge**: +1
**F_max**: 5.6 eV/Å

Cartesian coordinates (Å):
1 C 0.740 -0.875 -0.652
2 C -0.205 -0.871 -1.757
3 C 0.368 0.065 0.251
4 C 0.432 0.469 1.608
5 N -1.109 0.115 -1.765
6 N -1.216 0.692 -0.626
7 O -1.980 1.463 -0.177
8 H 1.553 -1.549 -0.429
9 H -0.193 -1.572 -2.470
10 H 1.202 -0.049 2.219
11 H -0.647 0.651 1.959
12 H 1.053 1.462 1.838

A molecular structure, C19H16BClN8O2V, computed with wB97M-V/def2-TZVPD.

**E_LUMO**: -10.329 eV
**Energy relative to the best compared isomer or geometry (same formula, charge and spin)**: 0.0 kcal/mol
**E_HOMO**: -15.94 eV
**Multiplicity**: 1
**DFT total energy**: -2750.3688 hartree
**Molar mass**: 485.6 g/mol
**Frontier orbital gap**: 5.613 eV
**Net charge**: +3
**F_max**: 0.1 eV/Å

Cartesian coordinates (Å):
1 V 1.318 -2.226 1.434
2 C -0.781 -4.973 -0.767
3 C -0.666 -3.670 -0.384
4 N 0.420 -3.538 0.436
5 N 1.000 -4.792 0.570
6 C 0.283 -5.650 -0.147
7 B 2.273 -4.912 1.490
8 N 3.334 -3.874 0.914
9 C 4.526 -4.098 0.376
10 C 5.084 -2.885 -0.055
11 C 4.156 -1.927 0.247
12 N 3.079 -2.519 0.836
13 N 1.834 -4.367 2.921
14 C 1.734 -5.012 4.077
15 C 1.220 -4.148 5.056
16 C 1.005 -2.958 4.418
17 N 1.374 -3.079 3.111
18 N 2.863 -6.254 1.603
19 C 3.958 -6.633 2.343
20 C 4.145 -7.967 2.146
21 C 3.110 -8.347 1.259
22 N 2.347 -7.328 0.935
23 H -1.528 -5.407 -1.411
24 H -1.269 -2.809 -0.625
25 H 0.581 -6.688 -0.169
26 H 4.922 -5.101 0.320
27 H 6.043 -2.747 -0.524
28 H 4.172 -0.860 0.089
29 H 2.028 -6.048 4.154
30 H 1.035 -4.383 6.090
31 H 0.616 -2.023 4.790
32 H 4.510 -5.927 2.944
33 H 4.911 -8.592 2.573
34 H 2.903 -9.324 0.852
35 Cl -7.341 15.281 -5.168
36 C -6.632 13.842 -4.623
37 C -6.742 12.688 -5.411
38 C -6.172 11.520 -4.981
39 C -5.486 11.521 -3.744
40 C -5.375 12.683 -2.946
41 C -5.953 13.840 -3.397
42 C -4.907 10.349 -3.305
43 O -4.435 9.393 -2.948
44 O 0.755 -0.814 1.364
45 H -7.275 12.731 -6.350
46 H -6.244 10.618 -5.572
47 H -4.845 12.659 -2.004
48 H -5.891 14.750 -2.818

A molecular structure, C19H52CuNO8 at a distorted geometry, computed with wB97M-V/def2-TZVPD.

**E_LUMO (spin up / spin down)**: -4.808 / -4.818 eV
**E_HOMO (spin up / spin down)**: -11.31 / -11.31 eV
**Multiplicity**: 2
**DFT total energy**: -3051.7150 hartree
**Molar mass**: 486.2 g/mol
**Frontier orbital gap (spin up / spin down)**: 6.498 / 6.487 eV
**Net charge**: +1
**F_max**: 2.7 eV/Å

Cartesian coordinates (Å):
1 Cu 0.942 4.392 1.157
2 C -0.234 -1.819 1.922
3 C 0.036 -1.032 0.605
4 C -0.347 -1.715 -0.704
5 O -0.369 0.328 0.561
6 H 0.186 -1.360 2.817
7 H 0.128 -2.841 1.815
8 H -1.282 -1.914 2.204
9 H 1.108 -1.159 0.459
10 H -1.413 -1.521 -0.826
11 H -0.220 -2.795 -0.782
12 H 0.025 -1.297 -1.640
13 C 2.804 3.720 4.337
14 O 3.066 3.852 2.945
15 C 4.442 3.357 2.540
16 C 4.873 3.795 1.212
17 N 3.746 3.489 0.377
18 C 3.852 4.271 -0.822
19 C 2.776 3.978 -1.760
20 O 1.590 4.663 -1.233
21 C 0.452 4.723 -2.059
22 H 3.372 4.449 4.915
23 H 3.107 2.692 4.537
24 H 1.741 3.819 4.557
25 H 4.396 2.268 2.523
26 H 5.196 3.690 3.254
27 H 5.790 3.278 0.927
28 H 5.154 4.844 1.302
29 H 3.940 2.543 0.080
30 H 4.784 4.098 -1.359
31 H 3.922 5.335 -0.595
32 H 2.669 2.928 -2.034
33 H 2.965 4.430 -2.734
34 H -0.402 5.164 -1.546
35 H 0.213 3.711 -2.387
36 H 0.604 5.418 -2.884
37 C 0.858 1.540 -7.598
38 C 0.377 2.804 -8.253
39 O -0.905 2.617 -8.710
40 H 0.336 1.286 -6.676
41 H 1.905 1.558 -7.294
42 H 0.883 0.739 -8.338
43 H 0.961 3.085 -9.129
44 H 0.287 3.602 -7.515
45 H -1.188 3.508 -8.927
46 C 5.902 -2.805 1.195
47 C 6.488 -2.155 -0.091
48 O 5.594 -1.081 -0.465
49 H 4.969 -3.321 0.967
50 H 5.785 -2.127 2.040
51 H 6.531 -3.591 1.614
52 H 6.706 -2.813 -0.932
53 H 7.410 -1.699 0.270
54 H 4.739 -1.513 -0.401
55 C -6.968 2.625 -4.870
56 C -5.721 2.332 -3.946
57 O -5.773 2.978 -2.693
58 H -6.880 2.039 -5.785
59 H -6.997 3.696 -5.068
60 H -7.853 2.186 -4.410
61 H -4.808 2.491 -4.519
62 H -5.638 1.265 -3.739
63 H -5.288 2.426 -2.076
64 C -0.632 -6.256 6.364
65 C -2.222 -6.422 6.434
66 O -2.520 -7.764 5.979
67 H -0.275 -6.539 5.374
68 H -0.203 -6.978 7.060
69 H -0.424 -5.210 6.586
70 H -2.739 -5.707 5.794
71 H -2.533 -6.304 7.472
72 H -3.150 -7.706 5.257
73 C -6.736 -3.965 3.370
74 C -6.746 -5.323 2.667
75 O -6.810 -6.366 3.536
76 H -6.737 -3.090 2.719
77 H -5.817 -3.912 3.954
78 H -7.542 -3.821 4.089
79 H -5.878 -5.440 2.018
80 H -7.595 -5.498 2.006
81 H -6.759 -7.155 2.990

2 unconnected molecules or ions with the total composition C3H6O2 at a distorted geometry, computed with wB97M-V/def2-TZVPD.

**E_LUMO**: 0.777 eV
**Energy relative to the best compared isomer or geometry (same formula, charge and spin)**: 63.6 kcal/mol
**E_HOMO**: -9.35 eV
**Multiplicity**: 1
**DFT total energy**: -268.3039 hartree
**SMILES string**: C=CO.C=O
**Molar mass**: 74.1 g/mol
**Frontier orbital gap**: 10.132 eV
**Net charge**: 0
**F_max**: 3.7 eV/Å

Cartesian coordinates (Å):
1 O -3.016 -0.294 -0.443
2 C -2.479 -1.350 -0.644
3 H -1.602 -1.468 -1.330
4 H -2.901 -2.290 -0.264
5 C 1.954 0.188 0.753
6 C 1.432 1.101 -0.069
7 O 0.088 1.396 -0.182
8 H 3.089 0.313 0.670
9 H 1.642 -0.222 1.709
10 H 2.020 1.523 -0.883
11 H -0.228 1.103 0.684